(1)
{"formula": "C5H11Cl2N3", "method": "ωB97M-V with the def2-TZVPD basis set", "lumo_energy_ev": [-8.06, -9.43], "e_above_lowest_kj_mol": 98.2, "charge": 2, "elements": ["C", "C", "C", "C", "C", "N", "N", "N", "Cl", "Cl", "H", "H", "H", "H", "H", "H", "H", "H", "H", "H", "H"], "xyz": [[-0.985, 1.185, -2.505], [0.846, 0.923, -1.208], [-0.026, -0.273, -1.033], [-1.115, -0.250, 1.555], [-0.241, -1.321, 1.922], [0.123, 1.777, -2.123], [-1.158, 0.012, -1.878], [1.261, -0.840, 2.094], [1.053, 1.971, 0.368], [0.618, -1.876, -0.993], [-1.590, 1.658, -3.180], [1.880, 0.821, -1.323], [-2.212, -0.627, 1.407], [-0.758, 0.797, 1.421], [-0.593, -1.987, 2.844], [-0.307, -2.014, 0.967], [0.427, 2.636, -2.635], [-1.975, -0.557, -1.940], [1.525, -0.213, 1.224], [1.901, -1.597, 2.164], [1.325, -0.225, 2.852]], "forces_ev_per_a": [[1.3, -1.8, 2.4], [-0.9, 1.6, 1.5], [-0.9, 0.2, -0.2], [-1.7, 0.5, -1.3], [0.6, -2.5, 0.4], [0.4, -0.1, -1.2], [1.2, 1.0, -0.3], [-2.2, 0.6, -3.8], [-0.1, -0.1, -0.1], [-0.2, 0.8, -0.6], [-2.0, 0.7, -1.6], [1.3, -0.6, -1.1], [2.1, 1.3, 0.3], [-0.9, -1.0, 0.4], [1.0, 1.5, -1.8], [0.7, 0.6, 2.1], [0.2, -1.0, 1.0], [-0.5, -0.4, -0.2], [-0.6, -1.4, 1.9], [0.8, -0.9, 0.3], [0.3, 1.0, 1.9]], "mulliken_charge": [-0.2216, 0.1150, -0.0049, -0.6113, -0.2208, -0.0736, -0.0212, -0.1852, -0.1985, -0.0530, 0.4769, 0.3610, 0.3342, 0.3722, 0.4245, 0.1566, 0.2801, 0.2195, 0.1119, 0.3649, 0.3732]}

***

(2)
{"formula": "C2H2Br2I2", "method": "ωB97M-V with the def2-TZVPD basis set", "lumo_energy_ev": 0.08, "e_above_lowest_kj_mol": 62.2, "charge": 0, "elements": ["C", "C", "Br", "Br", "I", "I", "H", "H"], "xyz": [[-0.415, 0.362, -0.936], [0.752, -0.150, -1.300], [1.012, -1.881, -2.035], [2.373, 0.791, -1.030], [-0.773, 2.306, -0.298], [-0.362, -1.207, 3.224], [-1.284, -0.067, 3.507], [-1.304, -0.153, -1.131]], "forces_ev_per_a": [[1.0, 0.5, -0.4], [0.5, 0.4, 0.4], [-0.4, 0.4, 0.2], [-0.1, -0.1, -0.1], [0.1, -0.3, 0.1], [1.8, -2.2, -0.6], [-1.8, 2.3, 0.6], [-1.1, -0.8, -0.1]], "mulliken_charge": [-0.5134, 0.0798, -0.0788, -0.1006, 0.1421, -0.0780, 0.0782, 0.4706]}

***

(3)
{"formula": "C11H15N", "method": "ωB97M-V with the def2-TZVPD basis set", "lumo_energy_ev": [3.54, 3.51], "s_squared": 0.772, "e_above_lowest_kj_mol": 40.0, "charge": -1, "multiplicity": 2, "elements": ["C", "C", "C", "C", "C", "C", "C", "C", "C", "N", "H", "H", "H", "H", "H", "H", "H", "H", "H", "C", "C", "H", "H", "H", "H", "H", "H"], "xyz": [[-0.315, -3.101, 1.200], [1.045, -1.167, 0.072], [0.598, -2.496, 0.183], [2.078, -1.149, -0.916], [1.344, -3.282, -0.688], [0.636, 0.086, 0.618], [1.351, 1.260, 0.309], [2.300, 1.245, -0.690], [2.692, 0.032, -1.348], [2.292, -2.439, -1.284], [-0.162, 0.057, 1.359], [1.024, 2.152, 0.789], [2.781, 2.163, -1.025], [0.200, -3.585, 2.034], [-1.001, -3.879, 0.875], [1.421, -4.345, -0.859], [2.971, -2.719, -1.967], [3.337, 0.047, -2.221], [-0.902, -2.293, 1.631], [-2.905, 2.664, 0.990], [-2.920, 3.177, -0.460], [-3.247, 1.626, 0.996], [-1.952, 2.906, 1.443], [-3.770, 3.129, 1.475], [-2.669, 4.239, -0.501], [-3.922, 3.099, -0.889], [-2.308, 2.574, -1.126]], "forces_ev_per_a": [[-0.3, 0.6, 0.5], [0.4, 0.3, -0.7], [0.3, -1.4, 0.0], [-0.3, 0.3, 0.6], [0.5, 0.1, -0.3], [-0.4, -0.3, 0.8], [-0.5, -1.1, -0.6], [0.6, 0.2, -0.2], [-0.2, 0.1, 0.0], [0.0, -0.2, -0.4], [0.1, 0.3, 0.0], [0.0, 0.8, 0.2], [-0.1, 0.0, 0.2], [0.4, 0.2, 0.1], [-0.2, 0.1, -0.6], [-0.2, 0.0, 0.2], [-0.1, 0.0, 0.0], [0.1, 0.0, 0.1], [-0.3, 0.0, 0.2], [-1.4, 0.3, -1.1], [-0.5, -0.2, 0.0], [1.0, -0.2, 0.2], [-0.1, -0.5, 0.4], [0.5, 0.5, 0.5], [0.3, -0.1, -0.1], [-0.1, 0.0, 0.1], [0.5, 0.2, 0.1]], "mulliken_charge": [-1.3210, 1.0136, 0.4557, -0.1031, -0.9281, -0.6451, -0.7781, -0.2938, -0.9785, 0.0531, 0.1946, 0.3514, 0.3007, 0.2478, 0.3600, 0.3751, 0.1608, 0.2756, 0.2752, -0.7790, -0.9296, 0.2502, 0.2168, 0.3506, 0.2680, 0.3077, 0.2994]}

***

(4)
{"formula": "C4H4F2", "method": "ωB97M-V with the def2-TZVPD basis set", "lumo_energy_ev": 1.03, "e_above_lowest_kj_mol": 205.6, "charge": 0, "smiles": "C=C(F)F.C#C", "elements": ["C", "C", "C", "C", "F", "F", "H", "H", "H", "H"], "xyz": [[2.353, 0.724, -0.573], [1.606, 1.007, 0.331], [-0.838, -1.181, 0.144], [-1.715, -0.217, 0.103], [-2.985, -0.240, -0.246], [-1.375, 1.099, 0.115], [2.968, 0.342, -1.346], [0.977, 1.402, 1.079], [0.230, -0.792, 0.223], [-1.221, -2.143, 0.169]], "forces_ev_per_a": [[-0.8, -0.1, 1.0], [1.2, 0.2, -1.2], [1.7, 2.1, 0.6], [0.0, 2.3, -1.4], [-0.3, -0.7, 0.6], [0.0, -0.8, 0.3], [0.2, 0.1, -0.2], [-0.3, 0.0, 0.3], [-1.6, -1.3, 0.0], [0.0, -1.8, -0.2]], "mulliken_charge": [-0.1853, -0.6515, -0.5262, 0.5822, -0.2274, -0.2121, 0.4070, 0.4732, 0.0246, 0.3154]}